No. 1
Formula: C30H48N6O3
Source: OMol25
Level of theory: wB97M-V/def2-TZVPD

XYZ file:
```
87
Properties=species:S:1:pos:R:3:forces:R:3
O -1.47942 -4.47829 1.46966 0.4 0.1 0.0
O -2.84474 6.34638 1.61836 -0.1 0.2 -0.1
O 1.50017 3.50237 -1.98722 0.1 0.0 0.0
N -0.85827 0.46165 -0.12195 -0.2 -0.6 0.1
N -1.23986 -1.89919 -2.88297 0.4 -0.1 -0.2
N 3.50354 -0.05096 0.08320 -0.1 0.3 0.0
N -5.35220 -3.59084 0.96301 -0.1 0.0 0.2
N 3.64584 4.17634 5.74688 -0.2 0.0 0.1
N 1.78350 -2.87642 -1.07756 -0.4 0.2 0.1
C 5.45493 -0.59087 -0.81409 -0.2 -0.1 0.0
C -2.26541 4.94136 -0.24181 0.7 -0.1 -0.2
C 0.36935 -0.27259 1.56331 0.4 -0.1 -0.2
C 3.39731 5.24852 4.93488 0.0 0.2 -0.2
C -4.26000 -2.83190 0.66582 0.0 0.0 0.1
C -5.52461 -3.64083 2.32094 0.3 -0.2 0.0
C 4.68118 0.10826 -1.77790 0.1 0.5 -0.2
C 0.90418 -4.40173 -2.42177 -0.1 0.1 -0.1
C -0.63809 -0.74448 -3.26135 0.0 0.6 -0.1
C -4.50009 -2.93669 2.90465 -0.6 0.1 -0.1
C 0.72545 1.07793 1.28150 0.0 -0.2 0.3
C 0.75894 -3.76968 -1.21380 0.0 0.2 0.4
C -0.70006 -6.65434 0.98776 0.6 -0.2 -0.5
C -3.70821 -2.40282 1.85322 -0.1 0.2 -0.5
C -2.59736 -1.74058 -2.85285 0.3 0.2 0.1
C -0.06521 1.50153 0.24439 0.2 0.2 -0.3
C 4.69885 -0.65507 0.32912 0.3 -0.3 -0.2
C 2.07672 -3.85601 -3.03676 -0.4 -0.3 -0.1
C 2.56425 -2.90792 -2.18788 0.3 0.5 -0.4
C -1.90600 5.38105 1.15814 0.3 -0.2 0.5
C 3.48403 0.44426 -1.19858 0.2 0.0 0.5
C 2.91166 3.10161 5.32310 0.1 0.0 -0.2
C 2.53762 4.84808 3.94680 -0.2 -0.5 0.1
C -1.61281 0.19755 -3.47130 -0.6 0.0 0.1
C 2.21788 3.48364 4.20451 0.2 -0.2 0.1
C -1.77958 -5.64669 0.73351 -1.2 -0.2 0.2
C 1.35354 3.63742 -3.39842 -0.2 -0.4 -0.2
C 0.02481 4.28873 -3.66716 0.2 1.0 0.5
C -2.86005 -0.42952 -3.18467 -0.1 -0.3 0.1
C -0.58666 -0.63398 0.65184 -0.3 0.2 0.1
H -0.94243 -7.61301 0.52489 0.0 0.0 0.0
H 2.51613 -4.12988 -3.98095 -0.1 0.0 -0.1
H -1.55184 0.43616 -0.85401 0.2 0.2 -0.2
H -0.08900 4.49950 -4.72855 -0.3 -0.4 -0.1
H 0.02009 -3.81657 -0.42661 -0.1 -0.3 -0.1
H -1.78927 3.97640 -0.43329 -0.2 -0.1 0.0
H -3.84470 0.00983 -3.18580 0.0 0.1 -0.2
H 2.14422 5.41337 3.11964 0.1 0.2 0.1
H 0.17755 -5.07923 -2.84268 0.3 -0.3 0.0
H 0.82300 -0.91589 2.30098 -0.1 0.0 0.1
H 4.12459 4.21565 6.62818 0.1 0.0 -0.1
H -1.13932 -1.54771 0.50927 0.1 -0.1 0.0
H -2.88278 -1.71107 1.89548 0.0 -0.1 0.3
H -0.06669 2.42327 -0.31218 0.0 0.0 0.1
H -1.94072 -5.43848 -0.33484 0.5 0.1 0.0
H -2.40256 6.99151 2.17740 0.0 -0.1 0.0
H 3.00533 2.14534 5.80796 -0.1 0.0 0.1
H -1.51810 1.21142 -3.82376 0.3 0.0 0.1
H 2.18376 4.20837 -3.81718 0.0 0.1 0.0
H 3.30611 -2.15080 -2.38236 0.3 -0.2 0.3
H -1.84662 5.60637 -0.99969 -0.3 0.2 0.1
H -1.88980 4.51203 1.83075 -0.3 0.1 0.0
H 1.49217 1.63133 1.79891 -0.1 0.2 -0.1
H -6.34322 -4.17957 2.76533 0.0 0.0 0.0
H -0.88595 5.77649 1.22225 0.0 0.1 -0.3
H -4.00724 -2.62721 -0.36072 0.2 0.0 0.0
H 2.65695 1.05597 -1.51905 -0.1 -0.1 -0.1
H -3.34317 4.85810 -0.35592 0.0 0.0 0.0
H -2.27527 -3.98018 1.68688 -0.2 -0.1 -0.2
H 5.01190 0.47236 -2.73835 0.0 -0.3 -0.1
H -0.00844 5.26073 -3.16016 0.0 -0.1 0.0
H 1.32900 2.65695 -3.89614 0.3 0.0 0.2
H -5.90217 -4.09109 0.28874 -0.1 0.1 0.0
H -0.54159 -6.80381 2.05304 -0.1 0.0 0.1
H -0.69292 -2.73674 -2.73515 -0.2 -0.2 0.2
H -4.43933 -2.75401 3.96395 0.3 0.0 0.0
H 4.93518 -1.11825 1.27156 -0.1 0.0 0.1
H -2.75312 -6.07520 1.03003 0.2 0.2 0.3
H 2.43804 3.46920 -1.77697 0.0 -0.1 0.1
H -3.23919 -2.57590 -2.63340 -0.1 0.1 0.0
H 6.42536 -1.03394 -0.95671 0.1 0.1 0.0
H -0.77388 3.70179 -3.21714 -0.2 -0.2 -0.4
H 3.82251 6.21867 5.12703 0.1 -0.1 0.0
H 0.43274 -0.63843 -3.30814 0.0 -0.2 -0.1
H 0.24198 -6.31738 0.54515 0.0 0.0 0.1
H 1.80696 -2.16867 -0.36129 0.2 0.0 0.0
H 1.58630 2.82922 3.62821 -0.1 0.1 0.0
H 2.81432 0.18775 0.77883 -0.1 -0.2 -0.1
```
Positions in Å, forces in eV/Å.

The calculation puts the HOMO energy at -8.185 eV. The spin multiplicity is 1. As for the SMILES: c1cc[nH]c1.c1cc[nH]c1.c1cc[nH]c1.c1cc[nH]c1.c1cc[nH]c1.c1cc[nH]c1.CCO.CCO.CCO. Its total energy is -1726.1055 a.u.

***

No. 2
Formula: C28H47CoNO2P2
Source: OMol25
Level of theory: wB97M-V/def2-TZVPD

XYZ file:
```
81
Properties=species:S:1:pos:R:3:forces:R:3
Co 0.42937 -0.94770 1.05904 0.2 1.2 -0.9
P -1.01358 -0.39754 -0.40359 -1.3 1.2 -1.4
P 1.69471 0.70992 0.39368 0.9 1.8 -0.6
O -0.91011 2.36016 5.20825 0.0 0.1 -1.0
O -1.45492 3.15393 0.72988 0.3 -0.5 0.2
N -0.92961 2.41195 2.88105 -0.3 0.1 -0.5
C -1.65054 -3.42167 1.67491 -0.5 -0.2 -0.2
C 0.74833 -1.00609 3.20625 1.9 -0.9 0.8
C 0.41373 1.75918 -4.58101 0.3 0.2 -0.1
C -1.34148 3.33311 1.95029 0.1 -0.1 0.3
C -0.86053 -1.70340 -5.29031 0.0 -0.3 -0.2
C -1.66869 4.67434 2.58677 -0.2 0.2 -0.1
C 1.28568 -0.60081 -4.32208 0.4 0.5 0.0
C -1.67806 0.32017 -4.01937 -0.7 -1.1 -0.4
C 0.56227 -1.13934 -5.52439 -0.3 -0.3 -0.3
C -1.10336 2.94440 4.13900 0.0 0.0 0.4
C 1.32516 0.70230 -4.00024 0.4 -0.5 -0.6
C 0.87731 -2.76249 1.68787 0.1 -1.1 1.5
C 3.12560 -1.86214 2.65302 0.5 0.1 0.0
C 1.42160 -3.97316 1.03308 0.1 -0.2 -0.4
C -0.51059 -2.52368 1.99697 -0.7 -0.1 1.6
C -1.03049 1.31668 -4.93262 0.4 0.3 -0.1
C 1.12176 -0.09634 4.31528 -0.1 0.5 -0.1
C -0.58837 -1.40313 2.89051 -1.0 -1.9 0.2
C -1.03028 -2.00579 -1.27519 -0.1 -0.1 -0.2
C -1.60626 4.39083 4.06544 0.0 -0.1 0.5
C 1.65423 -1.81746 2.44455 0.0 0.0 1.8
C -2.68323 0.07836 0.03831 -0.6 -0.1 -0.1
C -0.32345 0.93210 -1.45133 -0.5 -0.2 -0.5
C -1.80848 -0.82536 3.51516 0.0 0.3 -0.1
C -1.69650 -1.00756 -4.25779 -0.6 1.2 -0.3
C 3.23354 0.01889 -0.27283 0.2 0.1 -0.2
C 0.82375 1.73103 -0.85965 0.3 0.0 0.4
C 2.16957 1.83745 1.70991 0.3 0.2 0.1
H 3.34972 -2.47643 3.54119 0.0 0.2 -0.3
H -3.32319 -0.03299 -0.85012 0.0 0.1 0.3
H -1.85068 -2.62010 -0.86878 0.4 0.2 -0.2
H -1.14552 1.60595 -1.70417 0.1 -0.1 0.0
H 3.52786 -0.85451 2.84018 0.0 -0.4 -0.1
H 3.04302 -0.98787 -0.67501 0.2 0.4 0.0
H 1.22719 -0.68206 5.24512 0.0 0.1 -0.3
H 2.99108 1.37594 2.27560 -0.2 0.3 -0.1
H 2.07810 0.40773 4.12453 -0.2 -0.2 0.2
H 0.51870 -0.36330 -6.30288 0.2 -0.3 0.3
H 2.36685 -3.76774 0.51922 -0.1 -0.1 0.1
H -0.00052 0.41230 -2.35529 -0.1 0.2 0.1
H -2.65082 1.12826 0.37148 0.0 -0.3 -0.1
H 1.29211 2.01405 2.34958 0.2 0.1 -0.1
H 2.12540 1.08080 -3.35070 -0.5 -0.3 0.1
H 1.53143 2.05019 -1.63791 -0.2 -0.1 0.2
H 0.41936 2.62631 -0.36056 0.2 -0.4 0.1
H 0.36573 2.59882 -3.87043 0.1 -0.2 -0.2
H 0.87869 2.16470 -5.49764 -0.1 0.0 0.3
H 1.61588 -4.73343 1.80339 0.0 0.1 -0.2
H 0.34002 0.66265 4.47906 0.3 -0.1 0.1
H 1.91020 -1.32705 -3.79529 0.1 0.3 -0.1
H 3.94387 -0.04903 0.56357 -0.1 -0.1 -0.4
H 0.70953 -4.38938 0.31356 0.2 0.0 0.1
H -1.88013 -4.05192 2.55142 0.1 0.2 -0.3
H 1.16712 -1.97326 -5.92385 -0.2 0.5 0.0
H -2.29230 0.73647 -3.21682 -0.1 -0.3 -0.4
H -0.07130 -2.53853 -1.13393 -0.4 0.2 -0.1
H -1.90906 -1.17542 4.55683 0.1 0.1 -0.3
H -2.49500 -1.61554 -3.81813 0.5 0.2 0.3
H -1.42640 -4.09099 0.83471 -0.1 0.2 0.2
H 3.62936 0.68233 -1.05239 0.1 -0.3 0.1
H -2.55857 -2.84215 1.44327 0.2 -0.3 0.0
H -0.77483 -2.76128 -5.00480 -0.1 0.2 -0.1
H -1.72045 0.27527 3.53408 -0.1 -0.3 0.0
H -1.40167 -1.69533 -6.25262 0.2 -0.1 0.2
H -3.05099 -0.56318 0.85283 0.0 0.3 -0.3
H -1.04432 0.91387 -5.95431 -0.1 0.2 0.3
H -2.57635 4.45112 4.57669 0.3 0.0 -0.1
H -0.91195 5.41200 2.29682 -0.2 -0.1 -0.2
H -2.64310 5.03062 2.24331 0.2 0.0 -0.1
H -0.89635 5.04113 4.58208 -0.2 -0.1 0.2
H 3.65042 -2.30596 1.79483 -0.1 0.2 0.3
H -1.19231 -1.84255 -2.34282 0.1 -0.2 0.2
H -1.65857 2.22517 -4.92849 0.2 -0.4 -0.1
H 2.50183 2.77814 1.25150 0.0 -0.1 0.3
H -2.70715 -1.11499 2.96331 0.1 0.0 0.2
```
Positions in Å, forces in eV/Å.

The calculation puts the HOMO energy (spin up / spin down) at -9.827 / -10.583 eV. The spin multiplicity is 5. The energy above the lowest of the compared OMol25 structures with the same formula, charge and spin is 0.00 kJ/mol. Its expectation value of S² is 6.018. Its net charge is +1. Its total energy is -3365.4656 a.u.

***

No. 3
Formula: C42H95N5O7
Source: OMol25
Level of theory: wB97M-V/def2-TZVPD

XYZ file:
```
149
Properties=species:S:1:pos:R:3:forces:R:3
O 1.35566 6.18552 -1.16694 -0.1 -1.0 -0.8
O -5.00965 -3.64287 -3.35438 0.2 0.3 -0.4
O 2.82701 1.23765 3.16483 -1.1 1.4 -0.3
O -0.81945 0.51755 4.21429 -0.8 -0.2 0.5
O 1.47202 1.82319 -4.04922 -0.6 -1.3 -2.4
O 0.38781 -3.91061 2.13244 -0.8 1.4 0.1
O 0.79547 -0.48290 -0.74115 -0.4 0.3 0.7
N 3.91236 0.43944 3.10641 2.9 -1.7 0.5
N -4.93938 -3.48937 -1.97425 -0.3 -0.5 3.0
N -1.24295 1.59930 3.43944 -0.1 2.4 -1.8
N 1.88299 2.47516 -1.46796 0.5 0.9 -0.7
N 1.14540 0.42690 -4.10779 -0.1 -1.1 1.3
C -3.58713 -1.35161 -1.92536 0.3 0.1 -1.0
C -0.69395 0.59367 -5.89413 1.5 -0.7 -0.7
C -4.27194 -4.34003 0.27712 -0.1 0.1 -0.8
C 2.46899 -1.63252 3.00966 1.9 0.7 0.8
C -2.30948 1.28660 2.42908 0.4 -0.8 0.9
C -2.72703 2.57291 1.65603 -0.3 -2.0 -0.4
C 3.56292 -0.20791 -3.72146 -0.8 0.3 -0.8
C 5.82884 -1.60696 2.46760 0.1 0.2 0.4
C 1.82324 -1.93447 -4.37730 0.0 0.5 0.0
C -4.68187 -5.98865 -1.64851 -0.7 0.6 -0.4
C 1.81401 7.39439 -1.74695 0.4 -0.5 0.7
C 1.90554 5.01128 -1.79036 0.1 -0.5 1.1
C -4.09995 -4.54940 -1.30416 -0.6 0.3 0.6
C -1.65710 0.30353 1.44110 -0.6 0.3 0.0
C -6.11122 -1.29949 -1.98143 1.0 -0.8 -1.1
C 5.16084 2.04529 1.72274 -0.6 0.8 0.2
C 1.50871 3.79939 -0.94136 -0.8 -0.7 1.7
C 2.56683 -0.21275 -6.05832 0.3 0.7 -1.0
C -1.16514 0.83625 -3.48118 0.8 1.4 -0.8
C -3.98174 -2.91825 0.77200 -0.9 -0.5 -1.2
C -1.74400 4.11749 3.25210 0.4 -1.6 -0.8
C -0.79152 -3.57827 2.96550 1.4 -1.6 -0.1
C 0.21832 3.21526 4.60031 -0.8 -0.9 -0.4
C 1.95726 3.91094 0.53633 -0.4 1.0 -0.4
C 0.48300 -1.84490 -0.49423 1.0 -0.3 0.0
C 3.33105 -0.55222 5.25379 0.4 -0.6 -0.5
C 4.03884 0.20211 0.55993 -0.4 -0.7 0.3
C 2.25299 -0.42663 -4.57959 0.6 -1.5 -0.1
C -3.04324 3.75643 2.47618 0.6 1.4 1.0
C 3.62728 -0.86165 3.74636 1.2 0.2 0.4
C -3.53533 0.58954 3.12210 0.2 1.1 -1.0
C -4.87452 -2.07778 -1.52127 0.5 1.1 1.7
C 6.12278 -0.17485 2.06787 -1.7 -0.3 0.6
C -2.19300 2.91914 5.44270 0.2 -0.7 -0.4
C -1.26016 2.90678 4.13846 -0.1 0.9 2.3
C 4.98874 -1.74164 3.73552 -1.3 0.2 -0.4
C -2.59846 -4.41927 -1.69779 -0.1 -0.8 0.4
C -4.95034 -1.94219 0.04587 0.3 -1.3 0.3
C -0.27114 0.10379 -4.48475 -0.9 1.4 0.7
C -0.61507 -1.38422 -4.29255 0.6 -0.3 -1.0
C 0.42314 -2.30279 -4.89940 0.6 -0.3 1.0
C 4.75747 0.54938 1.89341 0.6 1.8 -1.0
H -0.90885 -2.54612 3.29568 0.6 0.2 -0.7
H -0.60998 1.66658 -6.06715 -0.2 0.1 0.5
H -5.75849 -6.00603 -1.81792 -0.3 0.9 0.1
H 2.91508 -1.90666 2.05366 -0.4 -0.8 0.1
H -2.10488 3.77004 6.11821 0.4 0.4 -0.4
H 4.43227 -0.48130 -4.31944 -0.1 -0.1 0.0
H 4.20901 -0.15202 5.76085 0.1 0.4 -0.4
H -1.68604 -3.92108 2.44548 -0.1 0.1 0.3
H -1.56764 -1.59345 -4.77932 -0.2 0.3 0.0
H 4.58161 0.36430 -0.37130 0.5 0.6 0.3
H -4.31115 0.43873 2.37146 0.1 -0.6 -0.3
H -4.35427 -6.41832 -2.59517 0.7 0.1 0.2
H 3.20218 -1.48947 5.79515 -0.6 -0.2 -0.1
H 2.99378 5.02168 -1.72940 0.5 0.4 -0.1
H -1.72199 5.03382 3.84198 -0.4 -0.2 0.2
H -3.54839 -0.26439 -1.85789 -0.7 0.2 0.5
H 3.58056 -0.81853 -2.81872 -0.2 0.2 0.1
H 2.52135 -2.68036 -4.75728 0.5 0.5 -0.7
H -2.03552 2.85429 0.86183 0.8 -0.1 0.3
H -3.63603 -5.03638 0.82378 0.3 -0.2 -0.3
H -4.05896 1.26749 3.79613 0.4 -0.1 0.5
H 6.76429 -2.13514 2.65211 -0.1 -0.4 -0.3
H 1.60686 -1.01731 2.75210 -0.3 -0.1 0.4
H 0.86671 3.27475 3.72614 0.0 0.4 -0.1
H 3.12813 0.79984 0.52187 -0.1 -0.1 -0.2
H -0.95798 4.24556 2.50789 0.1 0.1 -0.3
H 4.72880 -2.79995 3.71295 -0.5 -0.1 0.3
H -3.42254 -1.48494 -2.99458 0.4 -0.5 -0.1
H -1.99739 -3.92059 -0.93745 -0.2 0.4 0.0
H 0.61538 2.36547 5.15555 -0.1 0.0 0.3
H 4.34543 2.72456 1.47416 -0.5 -0.4 -0.2
H 3.56214 -0.46826 -6.42189 0.4 0.1 0.7
H -1.64700 0.21873 -6.26724 -0.2 0.1 0.5
H -3.20234 -0.34240 3.57894 -0.3 0.1 0.1
H -4.12404 -2.91932 1.85267 0.2 0.3 0.0
H -3.87216 3.65629 3.17686 -0.1 -0.4 0.0
H 1.94236 -2.16106 -3.31779 -0.7 0.2 0.4
H 6.68203 -0.08080 1.13701 0.0 -0.1 0.0
H -0.54813 -4.14265 3.86568 -1.0 -0.1 0.3
H 1.99092 -0.77485 -6.79348 -0.8 0.0 0.4
H -5.28170 -4.60006 0.59473 -0.3 -0.1 -0.4
H 0.35349 -4.85695 1.97474 -0.1 0.0 0.1
H 1.53641 1.76300 -0.84119 -0.2 -0.1 0.1
H -5.96500 -3.63533 -3.44845 -0.1 -0.2 -0.6
H -3.25482 2.86266 5.20299 0.0 0.0 -0.3
H -2.72391 -1.67011 -1.34097 0.0 -0.3 -0.3
H -0.74339 -1.71765 -3.26277 0.1 0.6 0.3
H 1.66490 1.98719 -3.12321 -0.1 0.2 1.2
H -0.78457 0.78983 1.00487 0.1 -0.3 0.0
H -4.80643 -0.93106 0.42668 0.5 0.3 -0.7
H 1.00332 -0.34215 -1.66775 0.0 -0.1 -0.6
H -3.56749 2.26915 1.03196 -0.5 -0.1 0.2
H -2.16790 -5.42005 -1.73161 0.0 -0.1 -0.2
H 0.31146 4.09451 5.23777 -0.2 0.1 -0.2
H 3.68275 0.85041 -3.48972 -0.1 0.0 0.2
H 6.65828 0.33126 2.87112 0.1 0.0 0.0
H 5.20977 -2.10469 1.72120 0.5 -0.1 -0.5
H -5.96816 -0.26847 -1.65799 -0.5 -0.1 0.0
H 0.20678 -2.01688 0.54606 -0.3 0.5 -0.1
H -6.07533 -1.35221 -3.06956 -0.4 0.4 -0.2
H -0.85910 0.58821 -2.46486 -0.9 -0.4 0.1
H 2.88952 2.42671 -1.39985 0.4 -0.3 0.0
H 0.05312 0.17688 -6.56961 -0.1 -0.1 -0.3
H 0.11410 0.41195 4.01698 0.2 0.0 -0.1
H -1.41957 -0.65311 1.90642 0.3 0.1 0.2
H 1.43872 8.19252 -1.10644 -0.1 0.0 -0.3
H -0.25897 -2.26349 -1.17420 -0.2 0.2 0.0
H 0.43629 3.76730 -0.74911 -0.4 0.1 -1.0
H -1.99498 2.06033 6.08406 0.2 -0.2 -0.2
H 2.25616 -2.44235 3.70751 -0.5 -0.3 -0.7
H -3.35466 4.51529 1.75837 0.1 0.5 0.3
H 1.39798 -2.42775 -0.60000 0.1 -0.3 -0.2
H 2.90103 7.38245 -1.66735 0.3 0.3 -0.3
H 1.23809 4.61510 0.95472 0.4 0.2 0.5
H -0.97443 1.90507 -3.57795 0.3 0.2 0.1
H 2.42377 0.84817 -6.26348 0.1 0.1 -0.2
H -2.43174 -3.93404 -2.65951 -0.2 0.0 0.0
H 1.66334 4.87299 -2.84408 -0.5 0.2 -0.1
H 5.87567 2.19936 0.91443 0.2 -0.4 0.0
H -2.34769 0.04493 0.63840 -0.1 0.2 -0.2
H -4.65985 -6.73924 -0.85843 1.0 0.2 0.2
H 1.82791 2.97344 1.07712 0.1 -0.1 -0.1
H -2.19109 0.80719 -3.84817 -0.3 -0.8 0.8
H 2.16712 0.84734 2.58708 -0.6 0.0 -0.5
H 3.74848 -0.84174 0.44089 -0.2 -0.1 0.4
H -5.99083 -2.10084 0.32927 -0.1 -0.7 0.2
H 2.51007 0.14654 5.41453 -0.1 -0.3 -0.1
H 5.52735 2.54249 2.62083 0.4 -0.6 0.3
H 0.24130 -3.28542 -4.46410 -0.1 -0.4 -0.4
H -2.94461 -2.73650 0.49019 0.1 0.6 0.4
H 0.35497 -2.40011 -5.98291 0.2 0.2 0.0
H 2.96613 4.30024 0.67319 0.1 -0.1 0.0
H 1.51323 7.52625 -2.78630 -0.1 0.0 -0.1
H 5.56881 -1.64540 4.65333 0.0 0.6 0.0
H -7.01398 -1.79862 -1.62932 -0.1 0.3 0.1
```
Positions in Å, forces in eV/Å.

The calculation puts the HOMO energy at -8.024 eV. The spin multiplicity is 1. As for the SMILES: CC1(C)CCCC(C)(C)N1O.CC1(C)CCCC(C)(C)N1O.CC1(C)CCCC(C)(C)N1O.CC1(C)CCCC(C)(C)N1O.COC[C@H](C)N.CO.CO. The energy above the lowest of the compared OMol25 structures with the same formula, charge and spin is 338.93 kJ/mol. Its total energy is -2457.4134 a.u.